82
Properties=species:S:1:pos:R:3 method="wB97M-V/def2-TZVPD" relative_energy_kj_mol=52.0 total_energy_ev=-146835.501 orbital_gap_ev=7.663 homo_energy_ev=-8.940
K 1.61 1.71 2.73
S 1.67 -2.50 2.27
S 0.86 3.54 5.87
S 3.66 -1.42 3.34
S -0.25 4.74 4.02
S 3.64 3.84 0.10
S 1.24 3.70 -0.72
F 0.00 2.77 -0.24
F 4.46 3.15 1.28
F 0.16 -2.00 1.97
F 4.06 0.10 3.71
F 2.07 2.46 6.02
F 0.09 4.95 2.47
O 1.51 -3.56 3.19
O 4.30 3.42 -1.10
O 2.16 -2.79 0.98
O 4.51 -1.76 2.25
O 1.34 4.61 6.69
O 0.78 4.99 -0.46
O 1.44 3.24 -2.06
O 3.66 5.21 0.44
O -0.17 6.05 4.52
O 3.94 -2.03 4.59
O -0.23 2.74 6.30
O -1.49 4.05 3.94
N 2.21 -0.73 -2.65
N 1.06 3.76 4.30
N -3.83 -1.60 -0.46
N 2.27 3.05 0.36
N 2.15 -1.08 2.95
C 0.28 -1.63 -3.98
C -5.70 -1.46 1.05
C -3.60 -2.55 -1.59
C -2.55 -0.06 1.11
C 1.73 -1.80 -3.58
C -4.83 -0.54 -0.93
C -0.24 -2.87 -4.70
C -6.13 -0.99 -0.34
C 2.18 0.63 -3.28
C 2.51 0.00 -0.41
C 3.90 -0.41 -0.89
C -4.51 -2.34 0.71
C 1.55 -0.75 -1.30
C 3.66 -1.01 -2.28
C -2.50 -0.99 -0.08
C -1.21 0.65 1.27
H 0.55 -0.34 -1.34
H -4.46 0.37 -0.47
H 4.32 -0.59 -3.03
H 3.84 -2.09 -2.34
H -1.31 1.52 1.92
H 2.36 -1.71 -4.47
H 0.47 -3.37 -5.35
H -6.56 -1.85 -0.87
H -3.76 -2.44 1.48
H 1.13 0.92 -3.36
H -2.75 -0.61 2.03
H -4.87 -3.26 0.26
H -3.34 0.70 1.06
H 1.90 -2.75 -3.08
H -4.56 -2.80 -2.04
H -1.91 -1.85 0.24
H 2.63 0.58 -4.27
H -3.01 -3.40 -1.26
H -4.81 -0.41 -2.01
H -5.45 -0.63 1.71
H 1.49 -1.81 -1.04
H 2.77 1.32 -2.69
H -0.61 -3.60 -3.97
H 4.54 0.46 -1.03
H -6.54 -1.97 1.52
H -0.84 0.97 0.30
H -6.89 -0.22 -0.35
H -0.33 -1.43 -3.10
H -0.44 -0.03 1.62
H 0.18 -0.76 -4.64
H 2.35 -0.20 0.65
H 2.37 1.06 -0.58
H -3.04 -2.00 -2.36
H 4.42 -1.12 -0.26
H -2.15 -0.48 -0.98
H -1.12 -2.67 -5.31



64
Properties=species:S:1:pos:R:3 method="wB97M-V/def2-TZVPD" relative_energy_kj_mol=0.0 total_energy_ev=-49653.661 smiles="O=CO[C@H](CCF)P(O)O.COCCOCCOC.COCCOCCOC" orbital_gap_ev=9.500 homo_energy_ev=-9.021
P 5.08 -1.10 3.56
F 8.96 -1.57 5.71
O 2.37 -2.93 6.25
O 4.20 -2.31 2.89
O -4.52 0.65 -2.68
O -7.69 2.33 -2.24
O 2.62 -2.59 -1.36
O -0.52 -0.81 -1.20
O 4.28 -1.79 6.08
O 3.90 -0.06 4.03
O 2.24 0.42 -1.03
O -5.17 3.53 -3.42
C 7.85 -0.96 5.13
C 3.55 -2.92 6.21
C 6.62 -1.27 5.97
C -6.19 2.82 -4.10
C -3.91 -0.13 -3.68
C -0.02 0.24 -2.00
C 5.44 -1.89 5.23
C -8.30 3.09 -1.23
C -3.81 1.81 -2.30
C -4.70 3.03 -2.18
C 2.31 -0.58 -0.02
C 3.51 -2.99 -2.37
C -1.40 -0.41 -0.17
C -7.57 2.97 -3.50
C 1.48 0.15 -2.19
C 3.18 -1.77 -0.35
H 4.05 0.82 3.65
H -2.99 2.01 -3.00
H -9.39 3.04 -1.28
H 4.17 -3.84 6.24
H 7.78 -1.35 4.11
H -7.99 4.14 -1.28
H 2.92 -3.22 -3.26
H 3.30 -2.35 0.57
H 1.32 -0.90 0.30
H -2.43 -0.31 -0.55
H -4.69 -0.70 -4.18
H -5.94 1.76 -4.22
H 4.06 -3.89 -2.09
H 8.07 0.11 5.09
H 5.63 -2.95 5.03
H -7.98 2.68 -0.27
H 6.25 -0.38 6.49
H -4.07 3.83 -1.78
H -8.29 2.52 -4.20
H 1.75 -0.80 -2.65
H 1.75 0.95 -2.89
H 4.23 -2.20 -2.62
H -1.40 -1.19 0.60
H -6.24 3.27 -5.09
H -7.81 4.04 -3.41
H -1.09 0.53 0.28
H -3.40 0.49 -4.42
H 4.18 -1.41 -0.65
H -3.18 -0.83 -3.26
H -0.48 0.18 -2.99
H -0.27 1.21 -1.57
H 2.78 -0.07 0.83
H 6.95 -1.97 6.74
H 3.51 -2.66 3.47
H -3.37 1.63 -1.31
H -5.51 2.85 -1.48



64
Properties=species:S:1:pos:R:3 method="wB97M-V/def2-TZVPD" spin_multiplicity=4 relative_energy_kj_mol=251.2 total_energy_ev=-63155.326 orbital_gap_ev="5.859 / 6.580" homo_energy_ev="-5.465 / -6.189"
V -5.66 -7.07 23.49
O -6.77 -8.08 25.10
O -7.40 -7.66 21.99
O -7.55 -5.47 23.42
O -4.43 -5.80 22.13
O -5.22 -5.85 25.40
O -4.74 -8.91 22.48
O -4.02 -8.50 24.50
N -7.98 -8.88 26.77
N -9.59 -4.40 23.12
N -7.94 -7.76 19.81
N -3.83 -5.48 27.16
C -10.19 -5.44 22.31
C -3.97 -6.86 27.70
C -7.02 -6.61 19.36
C -7.35 -9.01 25.61
C -4.01 -4.53 21.76
C -4.98 -3.55 22.33
C -3.09 -4.63 28.03
C -3.91 -9.19 23.44
C -8.74 -10.01 27.33
C -8.75 -8.39 18.74
C -4.41 -5.12 26.05
C -8.27 -4.48 23.53
C -8.10 -8.16 21.13
C -8.09 -7.59 27.45
C -3.06 -10.46 23.41
C -10.55 -3.31 23.32
H -10.22 -2.55 24.04
H -8.87 -7.04 26.92
H -11.11 -5.69 22.84
H -8.01 -3.63 24.18
H -4.01 -4.43 20.67
H -8.51 -10.18 28.39
H -6.04 -6.99 19.07
H -9.82 -9.89 27.29
H -9.18 -9.32 19.11
H -2.73 -3.65 27.70
H -3.62 -4.40 28.95
H -9.62 -6.37 22.26
H -7.59 -6.17 18.55
H -10.70 -2.70 22.43
H -4.09 -4.14 25.65
H -8.93 -8.87 21.20
H -3.04 -7.34 27.39
H -7.36 -10.04 25.23
H -4.72 -7.46 27.18
H -3.28 -11.05 22.53
H -11.57 -3.61 23.53
H -9.59 -7.81 18.37
H -8.24 -7.78 28.51
H -7.21 -6.94 27.44
H -8.51 -10.97 26.87
H -5.05 -3.73 23.41
H -2.02 -10.14 23.44
H -6.89 -6.05 20.29
H -3.94 -6.94 28.78
H -3.44 -11.04 24.26
H -6.00 -3.87 22.09
H -2.25 -5.19 28.43
H -10.28 -5.02 21.31
H -2.98 -4.29 22.00
H -8.02 -8.63 17.96
H -5.05 -2.54 21.92



68
Properties=species:S:1:pos:R:3 method="wB97M-V/def2-TZVPD" spin_multiplicity=3 total_energy_ev=-70223.911 charge=+1 orbital_gap_ev="5.256 / 5.701" homo_energy_ev="-11.686 / -11.691"
V 1.61 0.50 -0.88
O -3.20 5.10 0.21
O 0.82 -0.92 0.50
O 0.04 1.05 0.38
O -0.41 -0.39 -1.02
O -1.99 0.33 5.67
O -3.19 -0.98 -5.03
O 1.76 -0.93 -2.50
O 2.61 1.67 0.89
O -0.73 -5.34 1.56
N 2.51 1.94 3.14
N -1.10 0.02 3.63
N -3.06 2.93 0.70
N 2.59 -2.78 -3.48
N -0.54 -3.38 0.53
N -2.20 -0.14 -3.17
C -1.78 0.75 4.55
C 2.40 3.90 1.81
C -2.52 4.15 0.55
C 0.01 -4.44 1.19
C 3.38 -3.14 -2.32
C 1.46 -4.49 1.54
C 2.51 2.39 1.91
C -2.16 2.14 4.09
C -0.27 -0.22 0.31
C 1.83 -1.68 -3.49
C -2.56 1.25 -3.38
C -2.60 -1.16 -3.98
C 2.40 0.54 3.55
C -1.05 4.40 0.94
C -2.09 -2.53 -3.59
C 1.13 -1.27 -4.76
H -0.66 3.49 1.40
H -0.44 4.77 0.12
H -1.14 5.15 1.72
H -0.87 -0.95 3.79
H 2.43 2.61 3.89
H -2.62 1.77 -2.42
H 0.03 -2.66 0.10
H 2.63 4.19 0.79
H 1.81 -3.54 1.96
H -1.61 -0.38 -2.39
H -1.40 2.53 3.40
H 3.20 0.20 4.20
H 2.32 -0.04 2.63
H -0.59 0.41 2.85
H 3.85 -4.11 -2.45
H 1.39 4.16 2.10
H -1.60 -3.01 -4.43
H -1.47 -3.55 0.20
H 4.18 -2.41 -2.17
H 1.66 -5.31 2.22
H -2.48 2.13 0.90
H -2.15 2.92 4.85
H -3.14 2.04 3.62
H 2.79 -3.12 -1.40
H 1.79 -0.59 -5.31
H 0.27 -0.65 -4.51
H 2.16 -4.68 0.72
H -1.89 1.78 -4.06
H -4.04 2.86 0.48
H -1.43 -2.48 -2.72
H -2.96 -3.07 -3.20
H 3.16 4.35 2.45
H -3.55 1.19 -3.84
H 0.92 -2.06 -5.47
H 1.46 0.34 4.08
H 2.36 -3.50 -4.14